[1]
Entry from the Open Molecules 2025 dataset: 2 unconnected molecules or ions with the total composition C11H22F3N2O3 in a non-equilibrium geometry (ωB97M-V/def2-TZVPD).

Each line ends with the Mulliken charge.
Cartesian coordinates (Å):
N -2.857 1.229 0.035  -0.603
C -2.913 -0.311 -0.031  -0.524
C -1.430 -1.000 0.098  0.160
O -0.362 -0.061 0.507  -0.379
C -0.937 -1.824 -1.236  -1.150
C -0.827 -0.922 -2.601  0.123
C -2.014 -1.055 -3.752  -0.779
C -1.053 -0.644 -5.058  -0.447
C 0.190 -1.677 -4.716  -0.551
N 0.521 -1.239 -3.283  -0.048
H -3.850 1.592 0.104  0.277
H -2.389 1.525 0.944  0.213
H -3.556 -0.683 0.888  0.322
H -3.405 -0.569 -1.078  0.231
H -1.507 -1.811 0.971  0.304
H 0.204 0.220 -0.272  0.271
H -1.678 -2.753 -1.338  0.323
H 0.122 -2.296 -0.963  0.276
H -0.973 0.190 -2.247  0.258
H -2.878 -0.267 -3.772  0.374
H -2.414 -2.162 -3.881  0.294
H -1.553 -0.690 -6.130  0.354
H -0.682 0.434 -4.709  0.244
H -0.371 -2.703 -4.498  0.303
H 1.063 -1.806 -5.483  0.341
H 1.033 -2.104 -2.935  0.421
H 1.060 -0.332 -3.234  0.404
C 2.127 1.216 2.079  -0.897
C 1.383 1.962 3.171  -0.211
O 1.733 1.447 4.466  -0.337
C 2.919 1.889 4.989  0.374
O 3.669 2.676 4.418  -0.509
C 3.144 1.304 6.382  0.854
F 2.892 -0.035 6.439  -0.240
F 2.337 1.882 7.319  -0.239
F 4.422 1.467 6.830  -0.233
H 1.951 0.139 2.161  0.264
H 1.804 1.554 1.090  0.178
H 3.207 1.367 2.160  0.421
H 0.305 1.810 3.048  0.243
H 1.564 3.041 3.120  0.323

The HOMO energy is -12.42 eV. The net charge is +1.



[2]
Entry from the Open Molecules 2025 dataset: C3H7N3S in the gas phase in a non-equilibrium geometry (ωB97M-V/def2-TZVPD).

Each line ends with the Mulliken charge.
Cartesian coordinates (Å):
S 0.224 -1.777 -1.169  -0.241
N -0.033 -0.487 -0.373  -0.031
C -0.303 -0.467 1.076  -0.018
N -0.529 0.511 1.822  -0.505
N -0.642 1.798 1.065  -0.238
C 0.108 1.846 -0.233  -0.662
C 0.846 0.599 -0.551  -0.719
H -1.239 -2.239 -1.333  0.134
H -0.414 -1.443 1.452  0.467
H -0.460 2.672 1.836  0.308
H 0.753 2.553 -0.328  0.401
H -0.658 1.590 -1.006  0.295
H 1.664 0.395 0.228  0.357
H 1.289 0.285 -1.497  0.453

The HOMO energy is -8.31 eV. The calculation puts the energy above the lowest of the compared OMol25 structures with the same formula, charge and spin at 519.12 kJ/mol. The net charge is 0. The SMILES is SN1C=NNCC1.



[3]
Entry from the Open Molecules 2025 dataset: a molecular structure, H18Na4O13S in a non-equilibrium geometry (ωB97M-V/def2-TZVPD).

Each line ends with the Mulliken charge.
Cartesian coordinates (Å):
Na -15.744 -6.658 -10.961  0.853
Na -9.713 -7.405 -10.291  0.948
Na -12.258 -5.028 -11.740  0.956
Na -12.764 -9.090 -12.596  0.929
S -12.523 -7.146 -9.305  1.213
O -12.128 -8.224 -10.278  -0.936
O -13.303 -6.064 -10.002  -0.976
O -13.296 -7.700 -8.218  -0.652
O -11.261 -6.588 -8.778  -0.991
O -14.249 -10.633 -8.419  -0.659
H -14.037 -9.705 -8.546  0.257
H -13.635 -11.118 -8.990  0.396
O -13.894 -7.828 -5.493  -0.667
H -13.496 -8.679 -5.273  0.352
H -13.735 -7.706 -6.435  0.315
O -14.305 -4.635 -7.865  -0.704
H -13.601 -3.985 -7.968  0.372
H -13.986 -5.426 -8.322  0.207
O -10.667 -9.330 -7.172  -0.628
H -11.400 -8.776 -7.455  0.372
H -9.921 -8.738 -7.021  0.333
O -16.295 -4.617 -9.910  -0.642
H -16.997 -4.145 -9.449  0.301
H -15.555 -4.601 -9.259  0.476
O -12.060 -10.917 -10.166  -0.670
H -12.108 -9.948 -10.133  0.508
H -11.118 -11.127 -10.145  0.328
O -16.040 -7.398 -8.624  -0.576
H -16.538 -7.477 -7.801  0.330
H -15.123 -7.560 -8.359  0.413
O -11.706 -5.753 -5.965  -0.614
H -12.410 -6.366 -5.695  0.483
H -11.469 -5.971 -6.871  0.257
O -9.318 -4.776 -7.823  -0.609
H -9.709 -3.949 -7.522  0.334
H -10.013 -5.256 -8.286  0.391

The HOMO energy is -14.96 eV. The calculation puts the energy above the lowest of the compared OMol25 structures with the same formula, charge and spin at 230.89 kJ/mol. The net charge is +2.



[4]
Entry from the Open Molecules 2025 dataset: 2 unconnected molecules or ions with the total composition C4H14N2O in a non-equilibrium geometry (ωB97M-V/def2-TZVPD).

Each line ends with the Mulliken charge.
Cartesian coordinates (Å):
C 2.127 -0.657 1.223  -0.881
N 1.078 -0.854 0.227  -0.330
C -0.138 -0.130 0.606  -1.196
C -1.262 -0.222 -0.406  0.648
C -2.600 0.080 0.277  -1.330
N -0.995 0.603 -1.585  -0.592
H 1.771 -0.727 2.261  0.342
H 2.888 -1.435 1.095  0.338
H 2.600 0.310 1.085  0.263
H 0.808 -1.831 0.199  0.258
H -0.549 -0.477 1.566  0.484
H 0.143 0.922 0.730  0.425
H -1.263 -1.261 -0.777  0.147
H -3.301 0.510 -0.444  0.363
H -2.477 0.660 1.184  0.341
H -3.184 -0.820 0.541  0.303
H -1.858 0.964 -1.968  0.233
H -0.389 1.375 -1.333  0.196
O 1.908 1.257 -1.566  -0.644
H 2.855 1.425 -1.603  0.291
H 1.839 0.308 -1.311  0.341

The HOMO energy is -8.79 eV. The calculation puts the energy above the lowest of the compared OMol25 structures with the same formula, charge and spin at 111.84 kJ/mol. The net charge is 0. The SMILES is CNC[C@@H](C)N.O.



[5]
Entry from the Open Molecules 2025 dataset: 6 unconnected molecules or ions with the total composition C11H34O11 in a non-equilibrium geometry (ωB97M-V/def2-TZVPD).

Each line ends with the Mulliken charge.
Cartesian coordinates (Å):
O -2.189 -12.798 9.280  -0.521
C -2.374 -11.457 9.538  -0.667
C -2.932 -11.074 10.927  -0.345
O -4.357 -11.144 10.982  -0.388
H -3.042 -13.227 9.178  0.305
H -1.357 -11.104 9.366  0.366
H -2.906 -10.964 8.725  0.297
H -2.609 -10.118 11.340  0.339
H -2.586 -11.800 11.662  0.386
H -4.538 -12.057 11.219  0.237
O -1.955 -10.551 14.450  -0.563
C -3.068 -11.076 15.119  0.023
C -2.564 -12.077 16.144  -0.581
O -1.860 -11.353 17.176  -0.516
H -2.237 -9.751 14.000  0.332
H -3.760 -10.373 15.582  0.195
H -3.637 -11.587 14.343  0.149
H -2.029 -12.900 15.671  0.345
H -3.454 -12.529 16.580  0.337
H -1.514 -11.984 17.811  0.292
O -9.131 -6.302 12.115  -0.613
C -7.971 -5.503 12.491  0.286
C -7.195 -4.819 11.418  -0.369
O -6.966 -5.839 10.445  -0.571
H -8.893 -7.228 12.021  0.466
H -8.155 -4.720 13.227  0.311
H -7.277 -6.195 12.968  -0.289
H -6.219 -4.540 11.815  0.201
H -7.605 -3.934 10.932  0.323
H -7.813 -6.144 10.110  0.335
O -6.148 -3.910 15.909  -0.565
C -5.510 -4.749 14.980  0.073
C -4.131 -5.246 15.450  -0.654
O -4.195 -6.470 16.130  -0.493
H -6.770 -3.399 15.386  0.315
H -6.195 -5.582 14.821  0.240
H -5.458 -4.201 14.039  0.087
H -3.746 -4.447 16.084  0.377
H -3.484 -5.299 14.574  0.330
H -4.806 -6.535 16.868  0.316
O -8.895 -9.015 12.208  -0.616
C -7.908 -9.994 11.951  -0.143
C -7.542 -10.001 10.427  0.259
O -8.511 -10.808 9.723  -0.553
H -9.695 -9.360 11.804  0.296
H -7.068 -9.744 12.599  -0.024
H -8.272 -10.977 12.250  0.329
H -6.555 -10.400 10.192  -0.048
H -7.450 -8.995 10.018  0.052
H -8.139 -11.688 9.624  0.333
C -5.006 -8.134 13.335  -0.532
O -4.300 -9.360 13.221  -0.490
H -5.580 -8.328 14.241  0.307
H -4.285 -7.316 13.315  0.112
H -5.676 -7.978 12.490  0.314
H -4.500 -9.909 12.459  0.278

The HOMO energy is -9.74 eV. The calculation puts the energy above the lowest of the compared OMol25 structures with the same formula, charge and spin at 131.80 kJ/mol. The net charge is 0. The SMILES is OCCO.OCCO.OCCO.OCCO.OCCO.CO.